{
  "formula": "C9H10OSe",
  "method": "ωB97M-V/def2-TZVPD",
  "symbols": ["C", "C", "C", "C", "C", "C", "C", "C", "C", "O", "Se", "H", "H", "H", "H", "H", "H", "H", "H", "H", "H"],
  "xyz": [[-0.427, 0.880, 0.076], [-0.413, -2.217, -0.021], [0.982, 0.643, 0.103], [-1.467, -1.445, 0.002], [-1.471, 0.015, 0.011], [1.590, -0.545, 0.110], [1.947, 1.819, 0.209], [3.316, 1.373, -0.296], [-2.843, -2.092, -0.014], [-2.747, 0.520, -0.018], [3.429, -0.600, 0.002], [-0.693, 1.934, 0.094], [-0.106, -3.229, 0.033], [1.590, 2.673, -0.370], [2.008, 2.120, 1.259], [3.421, 1.533, -1.372], [4.147, 1.846, 0.225], [-3.474, -1.601, 0.723], [-3.291, -1.957, -0.997], [-2.777, -3.154, 0.207], [-2.721, 1.482, 0.033]],
  "forces_ev_per_a": [[-0.755, -0.173, -0.065], [2.518, 2.426, 0.204], [0.486, -0.460, 0.081], [-0.613, -0.133, -0.089], [0.708, 0.843, 0.105], [-2.669, -1.383, -0.270], [-0.011, -0.236, 0.083], [0.226, -0.212, -0.204], [0.101, -0.045, 0.044], [-0.291, -0.109, -0.023], [0.531, 0.185, 0.075], [-0.104, 0.001, -0.014], [0.042, -0.567, -0.002], [-0.010, 0.032, 0.022], [0.010, 0.082, -0.002], [-0.017, -0.012, 0.136], [-0.067, -0.030, -0.047], [-0.096, -0.102, -0.004], [-0.108, 0.012, 0.014], [0.010, -0.024, -0.029], [0.108, -0.094, -0.014]],
  "lowdin_charge": [-0.01, 0.22, -0.39, -0.30, -0.27, -0.36, -0.23, -0.43, -0.04, 0.02, 0.94, 0.11, 0.05, 0.11, 0.12, 0.06, 0.06, 0.08, 0.09, 0.08, 0.11],
  "total_energy_ev": -76883.3140,
  "e_above_lowest_kcal_mol": 99.8,
  "molar_mass_da": 213.1,
  "lumo_ha": [0.006, -0.011],
  "orbital_gap_ev": [7.283, 6.804],
  "homo_ev": [-7.12, -7.10]
}